No. 1
ORCA calculation (ωB97M-V/def2-TZVPD) on an isolated ion of composition C4H9NOS and charge +1 in a non-equilibrium geometry.

Summary:
2S+1: 2
Energy above the lowest of the compared OMol25 structures with the same formula, charge and spin, kcal per mole: 39.1
LUMO level (spin up / spin down), eV: -4.308 / -9.041
Net charge: +1

The geometry in XYZ format:
```
16
Properties=species:S:1:pos:R:3:forces:R:3:mulliken_charge:R:1
C -1.0078 -0.2690 -1.0851 2.664 -0.176 -0.772 -0.14
C -1.2372 1.0024 -0.3005 -0.204 1.628 -1.385 -0.75
C -0.3274 1.5114 0.8426 0.059 -2.011 0.060 -0.50
S 1.5069 1.5463 0.5080 -1.486 -1.494 -0.329 0.21
C -0.3319 -1.3480 -0.2101 -3.412 -5.670 -0.974 0.14
N 0.8240 -2.1180 -0.7465 -1.116 1.251 5.513 -0.45
O -1.1304 -1.9233 0.6003 3.847 2.672 -1.397 -0.52
H -1.9453 -0.8264 -1.4508 1.450 1.401 0.306 0.31
H -0.2513 0.0399 -1.9026 -1.438 -0.960 0.682 0.25
H -2.2029 0.9543 0.1245 -1.075 -0.018 0.931 0.35
H -1.3226 1.8922 -0.9985 0.142 -1.109 0.484 0.41
H -0.4028 0.7912 1.7276 0.251 0.765 -0.844 0.39
H -0.8102 2.4503 1.0763 1.004 0.594 0.531 0.44
H 1.5833 0.1673 0.0235 -0.084 1.622 0.560 0.33
H 0.9996 -2.9543 -0.1354 -0.422 1.287 -0.550 0.27
H 0.9437 -2.4228 -1.6515 -0.181 0.218 -2.816 0.24
```
Forces are in eV/Å.

=====

No. 2
ORCA calculation (ωB97M-V/def2-TZVPD) on an isolated ion of composition C4H9NOS and charge +1 in a non-equilibrium geometry.

Summary:
2S+1: 2
Energy above the lowest of the compared OMol25 structures with the same formula, charge and spin, kcal per mole: 31.0
LUMO level (spin up / spin down), eV: -3.847 / -8.436
Net charge: +1

The geometry in XYZ format:
```
16
Properties=species:S:1:pos:R:3:forces:R:3:mulliken_charge:R:1
C -2.0688 0.2437 -0.9741 -1.608 -0.226 2.658 -0.89
N -1.0643 -0.3414 -0.0654 0.030 -2.852 -2.424 -0.13
C 0.2916 0.0076 -0.1585 -1.508 1.227 2.600 0.28
C 0.8308 -0.1727 1.3034 1.029 1.433 2.383 -0.93
S 2.4294 0.8808 1.5169 -1.070 -1.332 -0.357 -0.10
C 1.3044 -0.6025 -1.0675 0.178 -3.207 -1.221 -0.15
O 1.1074 -1.6437 -1.6240 0.141 0.859 0.055 -0.36
H -1.8350 0.2006 -2.0141 0.554 0.058 -0.684 0.34
H -2.9695 -0.3364 -0.7408 0.120 -0.081 -0.628 0.38
H -2.3999 1.2277 -0.6065 0.753 0.112 -0.449 0.36
H -1.2785 -1.3936 0.1001 0.669 2.303 0.148 0.38
H 0.3304 1.0540 -0.3749 0.010 1.000 -0.208 0.38
H 0.0742 0.2637 2.0513 1.167 -0.748 -1.293 0.40
H 1.0760 -1.2115 1.6313 -0.238 0.741 -0.688 0.41
H 1.8811 1.9527 2.0878 -0.316 0.101 0.028 0.19
H 2.2908 -0.1289 -1.0650 0.089 0.612 0.079 0.44
```
Forces are in eV/Å.

=====

No. 3
ORCA calculation (ωB97M-V/def2-TZVPD) on an isolated molecule of C4H9NOS2 in a non-equilibrium geometry.

Summary:
Energy above the lowest of the compared OMol25 structures with the same formula, charge and spin, kcal per mole: 18.4
SMILES: CC(=O)NCCSS
LUMO level, eV: 0.359

The geometry in XYZ format:
```
17
Properties=species:S:1:pos:R:3:forces:R:3:mulliken_charge:R:1
C 2.0411 -0.8437 -2.5381 -0.319 0.274 0.457 -0.97
C 0.5987 -1.1917 -2.5917 -2.750 -3.282 0.326 0.63
O 0.1962 -2.1043 -3.3086 0.674 0.420 -0.366 -0.64
N -0.3423 -0.7311 -1.6836 1.518 2.073 0.733 -0.14
C -0.1699 0.4601 -0.8666 -0.734 -0.317 0.370 -0.90
C 0.4251 0.2146 0.5783 -0.539 1.331 -1.717 -0.40
S -0.9085 0.1480 1.8014 0.529 -0.435 0.392 -0.07
S -0.5830 1.7533 2.9838 -0.388 1.131 0.053 -0.22
H 2.5752 -1.4797 -3.2232 -0.103 0.135 -0.668 0.29
H 2.4483 -1.1421 -1.5663 -0.137 0.771 0.147 0.26
H 2.0818 0.2084 -2.7891 0.912 0.301 0.239 0.33
H -1.1987 -1.2009 -1.4580 0.063 -0.703 -0.956 0.26
H 0.4214 1.2085 -1.3985 0.155 -0.221 0.038 0.32
H -1.1880 0.9163 -0.7680 0.868 -0.226 0.104 0.45
H 1.0029 -0.6976 0.6390 0.218 -0.075 -0.095 0.32
H 1.0494 1.1163 0.6600 -0.051 -0.508 0.985 0.34
H 0.4641 1.5002 3.7839 0.084 -0.669 -0.043 0.15
```
Forces are in eV/Å.